(1)
The following is a DFT calculation (ωB97M-V/def2-TZVPD) of a single C11H11NOS molecule in a non-equilibrium geometry.

As for the calculated total energy: -953.794663 hartree. The value obtained for the energy above the lowest of the compared OMol25 structures with the same formula, charge and spin is 86.5 kcal/mol. The value obtained for the HOMO-LUMO gap is 9.192 eV. Its net charge is 0.

Each line ends with the natural charge from an NBO analysis.
Element x y z (Å)
C 4.21838 -1.13456 0.22176  -0.3475
C 3.09470 -0.64576 0.83687  -0.1952
C 1.89612 -0.33883 0.08860  -0.0640
C 2.03428 -0.11263 -1.34403  -0.6709
C 0.77052 -0.37483 0.79048  -0.1085
C -0.83593 -0.29678 0.15867  -0.3829
C -0.88267 -1.43090 -0.78793  0.2742
N -0.94538 -2.30298 -1.52673  -0.3049
S -1.04482 1.18266 -0.93788  0.3045
C -2.64027 1.48947 -0.22623  -0.1518
C -3.56586 2.16585 -0.86550  -0.4015
C -2.88370 0.78522 1.11737  -0.5420
C -1.88484 -0.36696 1.16265  0.5931
O -1.84895 -1.17093 2.04040  -0.4909
H 5.03697 -1.22210 0.76477  0.1867
H 4.22305 -1.36504 -0.78462  0.1869
H 3.16855 -0.67675 1.93497  0.2171
H 2.79529 0.55374 -1.83878  0.2519
H 1.04660 0.43270 -1.66064  0.2190
H 1.97895 -1.06939 -1.95335  0.2514
H 0.60225 -0.64045 1.87463  0.2365
H -3.46779 2.70688 -1.77275  0.2146
H -4.56754 2.14696 -0.39008  0.2025
H -2.44275 1.35543 1.91293  0.2598
H -3.85516 0.33001 1.18443  0.2619

Cartesian forces (eV/Å) of the 6 atoms listed first:
C -5.2 2.0 0.5
C 3.1 -1.6 -0.2
C 0.2 -0.1 1.6
C -2.9 0.9 -3.7
C -4.3 -0.3 0.7
C 5.2 -0.2 -2.9

***

(2)
The following is a DFT calculation (ωB97M-V/def2-TZVPD) of a gas-phase ion, C3H6NOS (charge -1) in a non-equilibrium geometry.

As for the calculated total energy: -646.114944 hartree. The value obtained for the energy above the lowest of the compared OMol25 structures with the same formula, charge and spin is 31.9 kcal/mol. The value obtained for the HOMO-LUMO gap is 7.000 eV. Its net charge is -1.

Each line ends with the natural charge from an NBO analysis.
Element x y z (Å)
N -1.25881 -0.19965 -1.02753  -0.8862
C -0.03574 -0.82531 -0.88809  0.6984
O 0.37130 -1.85363 -1.43426  -0.6813
C 0.95602 -0.00288 0.05800  -0.5253
C 0.21979 0.52169 1.20141  -0.5194
S -0.92180 2.04757 0.88369  -0.7311
H -1.49192 -0.57308 -1.91531  0.3985
H -1.48326 0.45247 -0.35420  0.4364
H 1.59930 -0.93367 0.32979  0.1961
H 1.67034 0.71353 -0.41002  0.2211
H 0.87963 0.91370 1.98854  0.2064
H -0.50486 -0.26073 1.56797  0.1864

Cartesian forces (eV/Å) of the 6 atoms listed first:
N 3.8 -5.3 -2.4
C 1.8 2.2 1.0
O -1.1 0.9 -0.1
C 1.2 -3.6 -1.2
C -2.1 1.7 1.8
S 0.8 -0.6 0.3

***

(3)
The following is a DFT calculation (ωB97M-V/def2-TZVPD) of 2 unconnected molecules or ions with the total composition C5H12NO2 in a non-equilibrium geometry.

As for the calculated total energy: -402.581173 hartree. The value obtained for the energy above the lowest of the compared OMol25 structures with the same formula, charge and spin is 88.3 kcal/mol. The value obtained for the HOMO-LUMO gap is 9.536 eV. Its net charge is +1.

Each line ends with the natural charge from an NBO analysis.
Element x y z (Å)
O 0.80317 -0.27058 2.45814  -0.5429
C 1.23222 0.82867 2.72019  0.4430
C 2.04856 1.56070 1.80322  -0.5367
C 1.46157 1.44727 0.40411  -0.4895
C 1.31772 -0.01391 0.10201  -0.0664
C 0.10284 -0.54577 -0.26901  -0.1447
N -0.32426 -2.03247 -0.16595  -0.6969
H 1.17856 1.16252 3.67167  0.1419
H 2.35662 2.64209 2.10293  0.2672
H 3.14287 1.21255 1.93418  0.2716
H 0.55436 2.05334 0.37724  0.2391
H 1.81780 2.09324 -0.35885  0.2735
H 2.32735 -0.65902 0.24545  0.2474
H -0.76174 0.17145 -0.40464  0.2351
H -0.55849 -2.40457 -1.06647  0.4527
H -0.93969 -2.12786 0.71850  0.4754
H 0.42420 -2.61496 0.04867  0.4302
H -5.53585 -1.50849 -4.35361  0.4742
H -5.50940 -0.07242 -5.00099  0.4774
O -5.13842 -0.92181 -4.96682  -0.9516

Cartesian forces (eV/Å) of the 6 atoms listed first:
O -0.6 -0.3 0.2
C 0.5 -2.1 -0.8
C 3.8 3.2 -1.0
C -0.7 0.3 0.1
C -0.3 -2.8 -1.2
C 0.9 1.4 0.5

***

(4)
The following is a DFT calculation (ωB97M-V/def2-TZVPD) of 2 unconnected molecules or ions with the total composition C4H11N2O.

As for the calculated total energy: -343.730411 hartree. The value obtained for the energy above the lowest of the compared OMol25 structures with the same formula, charge and spin is 25.6 kcal/mol. The value obtained for the HOMO-LUMO gap is 6.360 eV. Its net charge is -1.

Each line ends with the natural charge from an NBO analysis.
Element x y z (Å)
C -0.79101 -1.33550 0.77539  -0.0224
O -0.97410 -1.69834 -0.50908  -0.9653
C -1.63632 -2.18238 1.75254  -0.6383
H -1.05749 -0.26514 0.99015  0.0621
H 0.29608 -1.41865 1.10974  0.0529
H -1.51251 -1.86209 2.79609  0.1601
H -1.35609 -3.23358 1.63223  0.1842
H -2.68299 -2.06095 1.45585  0.1861
C 0.55451 0.22509 -1.69127  -0.4098
N 1.14538 0.98416 -0.59901  -0.6031
C 1.36343 2.31271 -0.70988  0.2931
N 1.43955 3.09478 0.30954  -0.7778
H -0.53078 0.27487 -1.65564  0.2238
H 0.90830 0.61830 -2.65508  0.1536
H 0.81775 -0.82666 -1.60896  0.2476
H 0.93807 0.66583 0.33682  0.4082
H 1.47147 2.65985 -1.73345  0.1268
H 1.60676 4.04771 0.00402  0.3183

Cartesian forces (eV/Å) of the 6 atoms listed first:
C 0.1 -0.4 -0.4
O -0.1 -0.1 0.4
C 0.1 0.2 -0.1
H 0.0 0.1 0.1
H -0.3 0.0 0.1
H 0.0 -0.1 0.0

***

(5)
The following is a DFT calculation (ωB97M-V/def2-TZVPD) of a molecular structure, C6H10O4 in a non-equilibrium geometry.

As for the calculated total energy: -535.513780 hartree. The value obtained for the energy above the lowest of the compared OMol25 structures with the same formula, charge and spin is 51.6 kcal/mol. The value obtained for the HOMO-LUMO gap is 9.174 eV. Its net charge is 0.

Each line ends with the natural charge from an NBO analysis.
Element x y z (Å)
C 0.08262 -0.67454 0.41500  0.2148
C -1.44643 -0.86100 0.33087  -0.5750
C 0.84869 -1.85374 -0.15968  -0.6379
C 1.33650 1.71632 -0.26046  -0.7428
C -1.63855 0.60245 0.48180  0.8332
C 0.43504 0.70822 -0.90045  0.6552
O 0.55312 -0.48590 1.72460  -0.7210
O -1.57305 1.34891 -0.87038  -0.7282
O -1.53817 1.32834 1.42588  -0.5604
O 0.52414 0.29468 -2.02618  -0.6056
H 0.17034 0.32217 2.09581  0.4891
H -1.93918 0.81970 -1.59630  0.4901
H -1.89554 -1.42513 1.15087  0.2513
H -1.72919 -1.24292 -0.64856  0.2436
H 0.57168 -2.04794 -1.19231  0.2295
H 1.91857 -1.65925 -0.11206  0.2252
H 0.63027 -2.74759 0.42873  0.2133
H 2.19182 1.20628 0.17714  0.2530
H 0.80254 2.22365 0.54077  0.2376
H 1.69476 2.42727 -1.00506  0.2350

Cartesian forces (eV/Å) of the 6 atoms listed first:
C 0.9 0.1 -1.8
C 0.0 0.8 0.4
C -0.2 0.0 0.1
C -0.8 0.9 -0.2
C -0.7 2.6 -2.1
C 2.5 -3.6 1.3

***

(6)
The following is a DFT calculation (ωB97M-V/def2-TZVPD) of 2 unconnected molecules or ions with the total composition C2H8NO2P in a non-equilibrium geometry.

As for the calculated total energy: -627.410426 hartree. The value obtained for the energy above the lowest of the compared OMol25 structures with the same formula, charge and spin is 154.1 kcal/mol. The value obtained for the HOMO-LUMO gap (alpha / beta) is 8.607 / 8.608 eV. Its net charge is 0.

Each line ends with the natural charge from an NBO analysis.
Element x y z (Å)
C -1.12908 1.13893 -0.41491  -1.0015
C 0.09496 -1.75912 0.18675  -0.9268
N 0.69535 0.77895 1.59966  -0.6327
O 1.49766 0.04759 2.49800  -0.5593
O 1.65380 0.83736 -1.53148  -1.1377
P 0.07269 0.09436 0.34956  1.7118
H -2.15699 0.95126 -0.24954  0.2576
H -0.99615 2.13853 0.06736  0.2913
H -0.74768 1.18131 -1.37162  0.2978
H 0.94371 -1.88917 0.78119  0.2651
H -0.70802 -2.08947 0.79495  0.2513
H 0.11823 -1.78636 -0.88403  0.2714
H 2.10472 0.72703 2.79689  0.4827
H 2.04297 0.16204 -2.07468  0.4290

Cartesian forces (eV/Å) of the 6 atoms listed first:
C 0.4 1.5 2.5
C -0.8 3.5 0.1
N -0.5 0.1 0.6
O -0.3 -0.2 -0.7
O -2.0 -0.3 2.0
P 2.3 0.2 -0.8